{
  "formula": "C33H63AlN6O3",
  "method": "ωB97M-V with the def2-TZVPD basis set",
  "orbital_gap_ev": 3.6,
  "e_lumo_ev": -3.48,
  "symbols": ["Al", "C", "C", "C", "O", "H", "H", "H", "H", "H", "H", "H", "C", "C", "C", "O", "H", "H", "H", "H", "H", "H", "H", "C", "C", "C", "O", "H", "H", "H", "H", "H", "H", "H", "C", "C", "C", "C", "N", "H", "H", "H", "H", "H", "H", "H", "C", "C", "C", "C", "N", "H", "H", "H", "H", "H", "H", "H", "C", "C", "C", "C", "N", "H", "H", "H", "H", "H", "H", "H", "C", "C", "C", "C", "N", "H", "H", "H", "H", "H", "H", "H", "C", "C", "C", "C", "N", "H", "H", "H", "H", "H", "H", "H", "C", "C", "C", "C", "N", "H", "H", "H", "H", "H", "H", "H"],
  "coordinates": [[9.42209, -10.77276, -4.07643], [13.92302, -10.43094, -1.38530], [12.41265, -10.25999, -1.43690], [11.87033, -9.39827, -0.16950], [11.98487, -9.62182, -2.57215], [14.41094, -11.00942, -2.16977], [14.23960, -10.96412, -0.48887], [14.31114, -9.41807, -1.27780], [11.89929, -11.19426, -1.20950], [11.72676, -10.12365, 0.63131], [10.83989, -9.04998, -0.24020], [12.44580, -8.50577, 0.07622], [4.03413, -10.30272, -4.03997], [5.34901, -10.40739, -3.29401], [4.97380, -10.64758, -1.79195], [6.36114, -11.28368, -3.87702], [3.31390, -9.52423, -3.78836], [3.36635, -11.16421, -4.03868], [4.28264, -9.94372, -5.03870], [5.68913, -9.37197, -3.31214], [4.46706, -9.78737, -1.35452], [5.85057, -10.99393, -1.24476], [4.36147, -11.54912, -1.81150], [11.86539, -15.42627, -3.99016], [10.44457, -14.99796, -3.67429], [9.83839, -15.73760, -2.46183], [10.33629, -13.59505, -3.50226], [12.18299, -16.46628, -3.91533], [12.62975, -14.83174, -3.48978], [11.87815, -15.22180, -5.06074], [9.91908, -15.35873, -4.55848], [9.75599, -16.82428, -2.48277], [8.88655, -15.25124, -2.24843], [10.46954, -15.64186, -1.57832], [7.40562, -15.65509, -9.05808], [7.80254, -15.78437, -7.61198], [7.26963, -14.68146, -6.71280], [8.17696, -13.49624, -6.67459], [8.94001, -12.62122, -6.64319], [6.31609, -15.62967, -9.07737], [7.62335, -16.54563, -9.64768], [7.75274, -14.69409, -9.43767], [8.89203, -15.77684, -7.64445], [7.43123, -16.74389, -7.25204], [6.95824, -14.99958, -5.71785], [6.24623, -14.50561, -7.04422], [14.50334, -12.85428, -8.53011], [14.04940, -13.65837, -7.30797], [13.65900, -12.70629, -6.17059], [12.44830, -11.79642, -6.37026], [11.51113, -11.18004, -6.43091], [13.75695, -12.09832, -8.77409], [14.67117, -13.44336, -9.43173], [15.41268, -12.31288, -8.26916], [14.85924, -14.34410, -7.05888], [13.19529, -14.26821, -7.60239], [14.48792, -12.02283, -5.98655], [13.47014, -13.26247, -5.25239], [10.05831, -7.67087, -9.49405], [10.36447, -6.49933, -8.57046], [11.48154, -6.68788, -7.50604], [11.06951, -7.58571, -6.50341], [10.78770, -8.30765, -5.70218], [9.36770, -7.44243, -10.30582], [9.87530, -8.62991, -9.00944], [10.98245, -7.86178, -10.03959], [9.39035, -6.40035, -8.09150], [10.39632, -5.51771, -9.04322], [11.70852, -5.75178, -6.99586], [12.47016, -7.05669, -7.77939], [8.54340, -13.28919, 2.04210], [8.10140, -14.09653, 0.87362], [7.41108, -13.22692, -0.22327], [8.19470, -12.14905, -0.69712], [8.87475, -11.25415, -1.03922], [9.32896, -13.78227, 2.61471], [7.67919, -13.04420, 2.65953], [9.01483, -12.37878, 1.67196], [7.49758, -14.83556, 1.40026], [8.92453, -14.67788, 0.45818], [6.43475, -12.88564, 0.12084], [7.16870, -13.81821, -1.10629], [11.40470, -5.29397, -3.44102], [11.61986, -5.54683, -1.97010], [10.40405, -6.15316, -1.19118], [9.60075, -7.21529, -1.81332], [8.86185, -8.05154, -2.24461], [12.31874, -4.93143, -3.91135], [10.51705, -4.67420, -3.56779], [11.19114, -6.13651, -4.09875], [11.74630, -4.65262, -1.35977], [12.43379, -6.24412, -1.77161], [9.60904, -5.48480, -0.86049], [10.72682, -6.49479, -0.20771], [6.30652, -6.26507, -3.27009], [7.18494, -5.75432, -4.44374], [6.89191, -6.35041, -5.84006], [7.39135, -7.75093, -5.85933], [7.66228, -8.87382, -5.85115], [6.24871, -7.32923, -3.04132], [5.29316, -5.86982, -3.34062], [6.74500, -5.81734, -2.37825], [8.20998, -5.84736, -4.08493], [7.09242, -4.67073, -4.51693], [7.29169, -5.83277, -6.71202], [5.81175, -6.42910, -5.96315]]
}

=====

{
  "formula": "C33H63ClIN7O3PS3",
  "method": "ωB97M-V with the def2-TZVPD basis set",
  "orbital_gap_ev": 4.5,
  "total_charge": 1,
  "e_lumo_ev": -4.80,
  "symbols": ["C", "C", "C", "C", "C", "C", "C", "N", "I", "C", "S", "C", "C", "C", "C", "C", "S", "O", "O", "Cl", "N", "P", "C", "C", "C", "C", "C", "C", "C", "O", "C", "C", "C", "S", "H", "H", "H", "H", "H", "H", "H", "H", "H", "H", "H", "H", "H", "H", "H", "H", "H", "H", "H", "H", "H", "H", "H", "H", "H", "H", "H", "H", "H", "H", "H", "H", "H", "H", "H", "H", "H", "H", "H", "H", "H", "H", "H", "H", "H", "H", "H", "H", "C", "C", "N", "H", "H", "H", "C", "C", "N", "H", "H", "H", "C", "C", "N", "H", "H", "H", "C", "C", "N", "H", "H", "H", "C", "C", "N", "H", "H", "H"],
  "coordinates": [[5.82343, 2.04034, 3.81532], [4.41836, 1.25032, 3.54714], [4.82718, -0.32264, 3.32723], [4.94218, -0.60002, 1.70969], [4.08580, -1.94220, 1.41818], [3.37676, -1.94790, -0.06711], [2.68321, -3.38320, -0.29450], [1.20760, -3.41720, -0.49806], [0.84240, -5.42985, -1.06869], [0.63273, -2.61805, -1.63591], [1.75072, -2.36425, -3.10595], [-0.02082, -1.18485, -1.27263], [-0.87367, -0.52031, -2.51248], [-1.40616, 0.98660, -2.12966], [-0.32029, 2.09714, -2.58290], [-0.06147, 3.23169, -1.44984], [-1.32947, 4.62453, -1.51190], [-2.73119, 4.10660, -1.79162], [-0.92945, 5.70466, -2.64013], [-1.34135, 5.62348, 0.37724], [-0.86506, -1.13614, -0.04124], [-2.51209, -1.62390, -0.18572], [-3.68655, -1.22042, 1.20375], [-4.02845, 0.38286, 1.38440], [-2.91193, -3.13697, -1.21015], [-4.33963, -3.82298, -0.76116], [-0.04901, -1.69977, 1.06963], [-0.61762, -1.45845, 2.55842], [0.55566, -0.95879, 3.59328], [1.14661, 0.32219, 3.16668], [0.27205, 1.44045, 3.50011], [0.99410, 2.67301, 4.24414], [0.31893, -3.23413, 0.70223], [0.80965, -4.12970, 2.25603], [5.56112, 3.07645, 4.23798], [6.37628, 2.06023, 2.80533], [6.44636, 1.39354, 4.55982], [3.68153, 1.30279, 4.42866], [3.85441, 1.62636, 2.61016], [3.99179, -0.93921, 3.82912], [5.81080, -0.60694, 3.87993], [4.63890, 0.30895, 1.07515], [6.06606, -0.87099, 1.54030], [4.85552, -2.82091, 1.37480], [3.24594, -2.11898, 2.18277], [2.72274, -1.02656, -0.24151], [4.27300, -1.85762, -0.81213], [3.22482, -3.86499, -1.21282], [3.07436, -4.05537, 0.57830], [-0.25272, -3.25708, -2.05490], [2.07976, -1.00485, -3.23020], [0.83361, -0.40188, -1.10161], [-0.19576, -0.33131, -3.44626], [-1.71661, -1.20848, -2.89305], [-1.64491, 1.11302, -1.01491], [-2.39800, 1.22726, -2.69762], [-0.73673, 2.64542, -3.50625], [0.70887, 1.58899, -2.77286], [-0.08697, 2.82602, -0.37383], [0.97769, 3.73698, -1.58874], [-4.72689, -1.71862, 1.01937], [-3.37896, -1.57587, 2.27067], [-4.13259, 0.58494, 2.52353], [-3.24481, 1.05607, 0.87092], [-5.09779, 0.55305, 0.94962], [-3.07858, -2.84067, -2.32873], [-2.15034, -3.99878, -1.22394], [-5.18764, -3.03419, -0.65860], [-4.66147, -4.48413, -1.66991], [-4.23594, -4.49998, 0.16277], [0.97096, -1.12106, 1.04174], [-1.32922, -0.53299, 2.47931], [-1.26322, -2.30642, 2.98540], [0.18022, -0.92630, 4.69348], [1.45752, -1.70202, 3.60878], [-0.12148, 1.86031, 2.48045], [-0.65638, 1.02919, 4.04707], [1.97418, 3.02887, 3.75456], [0.25685, 3.57724, 4.16050], [1.09894, 2.49122, 5.39326], [-0.69468, -3.73955, 0.40328], [2.15977, -3.96934, 2.55212], [-0.62790, -8.12165, 3.55735], [0.29709, -7.24023, 4.27866], [1.02430, -6.54784, 4.84556], [-0.42127, -8.12985, 2.48374], [-0.55680, -9.15422, 3.90928], [-1.66678, -7.80614, 3.68546], [-0.15075, 2.06746, -6.52575], [0.21641, 0.67609, -6.23900], [0.50483, -0.41799, -6.01357], [0.72816, 2.67713, -6.75200], [-0.82378, 2.13711, -7.38449], [-0.65861, 2.53274, -5.67718], [-0.95800, 7.37290, -6.44529], [-0.83373, 6.80810, -5.09619], [-0.73543, 6.36270, -4.03104], [-1.35954, 8.38950, -6.42042], [0.00919, 7.41833, -6.95304], [-1.62591, 6.77560, -7.07205], [1.18558, 9.48996, -3.18637], [2.08420, 10.58641, -3.56550], [2.79037, 11.44777, -3.86341], [0.14373, 9.81872, -3.14333], [1.23490, 8.66307, -3.89986], [1.43748, 9.08406, -2.20307], [-6.90442, -5.34363, 2.37241], [-6.90612, -4.03646, 1.70610], [-6.90887, -3.00697, 1.18260], [-6.80352, -5.24272, 3.45631], [-7.83015, -5.89326, 2.18256], [-6.07818, -5.97061, 2.02653]]
}